{
  "formula": "C21H23Br2N5O3STl",
  "method": "wB97M-V/def2-TZVPD",
  "species": ["H", "C", "N", "O", "H", "H", "C", "H", "Tl", "H", "H", "C", "C", "H", "C", "C", "H", "C", "H", "H", "C", "H", "H", "C", "C", "C", "O", "N", "H", "C", "H", "C", "C", "C", "O", "H", "C", "N", "H", "C", "H", "H", "H", "H", "H", "Br", "H", "C", "C", "S", "H", "C", "N", "C", "Br", "N"],
  "xyz": [[-3.3428, 1.0044, -2.8969], [-2.6612, 0.3704, -0.9217], [3.0918, -1.0757, -1.6762], [0.8885, -1.3848, -0.9716], [-0.0177, -3.3153, -1.8892], [-3.7100, 0.1236, -0.6848], [0.7941, 1.6479, 5.8689], [2.1321, -6.8198, -3.1460], [0.7965, 1.0857, -0.1070], [-1.1530, 2.8472, -4.6175], [-0.9505, 4.7678, -3.1650], [-2.8563, 2.8276, -0.6154], [2.1215, -5.7866, -2.8211], [-2.4403, 2.8542, -3.4279], [-0.5848, 3.7935, -2.7922], [0.3994, 1.7051, 3.4166], [0.8904, 2.2046, 6.7909], [0.5262, -1.7092, 2.2339], [0.4659, 3.7114, -3.0772], [-2.6816, -0.6168, -2.8240], [-2.5523, 0.3995, -2.4512], [-3.3425, 2.7241, -1.5853], [0.4700, -2.1553, 1.2443], [0.7731, -0.4605, 4.6823], [0.5669, 0.2443, 3.4654], [0.8928, 0.2809, 5.8777], [0.1285, 2.3042, 2.3473], [2.0296, -1.7859, -1.4958], [-3.6527, 3.0814, 0.0977], [2.0981, -3.1386, -1.9574], [0.1454, 4.1713, -0.9336], [0.7060, -2.4926, 3.3879], [0.5529, 2.3290, 4.6794], [-1.8641, 4.0029, -0.6555], [3.0278, 0.1106, -1.2931], [-0.0142, -5.6793, -2.6748], [-1.3668, 2.7208, -3.5551], [-0.6351, 3.6926, -1.3542], [-2.0424, 1.4760, 0.6990], [3.3105, -3.7741, -2.2239], [0.7585, -3.5710, 3.3073], [-2.0390, -0.4450, -0.5457], [4.2298, -3.2230, -2.0901], [0.9841, -2.4443, 5.5034], [4.2589, -5.5798, -2.8535], [0.3769, 4.2232, 4.7390], [-1.5894, 4.2428, 0.3733], [0.9048, -3.8290, -2.1151], [0.9215, -5.1477, -2.5498], [-0.9739, 0.9842, -3.1461], [-2.3827, 4.8794, -1.0800], [0.8368, -1.8705, 4.5976], [0.4689, -0.4001, 2.2822], [3.3135, -5.0898, -2.6546], [1.1844, -0.5999, 7.5499], [-2.1927, 1.5841, -0.2955]],
  "forces_ev_per_angstrom": [[0.0, 0.0, 0.0], [0.1, 0.1, -0.1], [0.1, 0.1, 0.0], [0.2, 0.3, 0.0], [0.0, 0.0, 0.0], [0.0, 0.0, 0.0], [0.0, -0.1, -0.1], [0.0, 0.0, 0.0], [0.2, 0.2, 0.0], [0.0, 0.0, 0.0], [0.0, 0.0, 0.0], [0.1, 0.0, 0.0], [0.0, 0.0, 0.0], [0.0, 0.0, 0.0], [0.0, -0.1, 0.1], [0.0, 0.1, 0.1], [0.0, 0.0, 0.0], [0.2, 0.0, 0.0], [0.0, 0.0, 0.0], [0.0, 0.0, 0.0], [0.1, 0.0, 0.0], [0.0, 0.0, 0.0], [0.0, 0.0, 0.0], [0.0, 0.0, -0.1], [-0.1, -0.1, 0.1], [0.0, 0.1, 0.2], [-0.1, 0.0, 0.0], [-0.3, -0.6, -0.1], [0.0, 0.0, 0.0], [0.0, 0.1, 0.0], [0.0, 0.0, 0.0], [0.0, 0.0, 0.0], [0.0, 0.1, -0.1], [0.0, -0.1, 0.0], [0.0, 0.0, 0.0], [0.0, 0.0, 0.0], [0.0, -0.1, 0.1], [0.0, 0.1, 0.0], [0.1, 0.0, 0.0], [0.0, 0.1, 0.0], [0.0, 0.0, 0.0], [0.0, 0.0, 0.0], [0.0, 0.0, 0.0], [0.0, 0.0, 0.0], [0.0, 0.0, 0.0], [0.0, 0.0, 0.0], [0.0, 0.0, 0.0], [-0.1, -0.1, 0.0], [0.0, 0.0, 0.0], [-0.1, 0.1, 0.0], [0.0, 0.0, 0.0], [0.0, 0.0, 0.0], [-0.2, 0.0, -0.1], [0.0, 0.0, 0.0], [0.0, 0.0, -0.1], [-0.1, -0.1, 0.1]],
  "homo_ev": -4.13,
  "total_charge": -1,
  "de_lowest_kcal_mol": 11.6
}

=====

{
  "formula": "C21H23BrCsNO5",
  "method": "wB97M-V/def2-TZVPD",
  "species": ["C", "C", "H", "Br", "O", "H", "C", "C", "H", "O", "H", "H", "C", "C", "H", "O", "H", "C", "Cs", "H", "C", "H", "C", "H", "C", "H", "H", "C", "C", "O", "C", "C", "H", "H", "C", "C", "H", "C", "C", "C", "H", "H", "H", "H", "N", "H", "O", "H", "C", "H", "C", "H"],
  "xyz": [[5.9526, 0.0677, 6.5020], [4.4812, -0.0906, 4.4400], [-0.4953, 1.1244, 4.5662], [2.6492, -0.2927, 0.7108], [0.5788, -0.1848, 2.9100], [6.2588, -2.1874, 4.9883], [3.3566, -0.0467, 5.2742], [4.2342, -0.1706, 3.0667], [7.6592, 1.2646, 4.7750], [-1.0893, 2.5034, -0.9472], [7.7423, -1.2055, 4.9650], [1.9993, -0.8137, 7.5298], [-5.7209, 1.8099, -0.1529], [-0.0672, 1.1334, 5.5661], [6.9982, 0.1201, 6.8262], [-7.2257, 3.6270, -0.2174], [-6.3472, -0.2274, -0.0254], [-2.0453, 2.9616, -0.2637], [-0.3706, 1.1178, 0.9926], [1.9100, 0.9487, 7.4412], [1.3487, 0.0248, 7.2536], [5.4377, 0.9584, 6.8758], [0.0427, -1.3730, 5.6827], [3.5053, 0.0046, 6.3456], [-5.4982, 0.4403, -0.0745], [6.7741, -1.4002, 3.4946], [-4.7338, 3.7024, -0.1845], [5.9151, -0.0325, 4.9794], [6.7150, -1.2775, 4.5824], [-8.0521, 1.5170, -0.0876], [-3.3170, 2.0654, -0.2004], [1.7596, -0.1704, 3.4160], [-0.3394, -1.5036, 4.6718], [-4.0388, -1.1081, 0.0253], [2.0313, -0.0893, 4.8237], [-4.2004, -0.0399, -0.0602], [5.0588, -0.2117, 2.3578], [-7.1430, 2.3778, -0.2160], [-4.6014, 2.6293, -0.1747], [0.8544, -0.0718, 5.8141], [-0.8922, 1.1294, 6.2916], [6.0969, 2.1181, 4.6989], [0.6755, -2.2329, 5.9404], [-0.8035, -1.3541, 6.3851], [-3.1122, 0.7407, -0.1496], [6.6582, 1.1836, 3.3163], [-2.0662, 3.9597, 0.4863], [0.4793, 2.0744, 5.6999], [6.6245, 1.2027, 4.4106], [5.4888, -0.7933, 6.9954], [2.9380, -0.1939, 2.5895], [0.4833, 0.0149, 7.9258]],
  "forces_ev_per_angstrom": [[0.0, 0.0, 0.3], [-0.2, -0.1, 0.1], [0.1, -0.1, 0.0], [0.5, -0.2, -0.1], [1.5, -1.1, 1.7], [0.0, 0.1, 0.0], [-0.3, -0.1, -0.2], [0.0, 0.0, 0.1], [-0.1, 0.0, 0.0], [-0.9, 1.4, -1.2], [-0.1, 0.0, 0.0], [-0.1, 0.0, 0.0], [0.4, 0.0, -0.4], [-0.1, 0.2, 0.1], [-0.1, 0.0, 0.0], [-0.1, -0.4, -0.5], [0.0, 0.0, 0.0], [-0.8, 0.1, -0.2], [0.0, -0.3, 0.5], [-0.1, -0.1, -0.1], [0.0, 0.0, 0.4], [0.1, 0.0, -0.1], [0.0, -0.1, 0.2], [0.1, 0.0, -0.2], [0.1, -0.1, 0.0], [-0.1, 0.1, 0.1], [0.1, 0.0, 0.0], [-0.2, 0.1, -0.1], [0.1, -0.2, -0.2], [0.1, 0.3, -0.5], [-0.1, 0.2, -0.2], [-0.3, 0.1, -0.3], [0.1, 0.1, 0.0], [0.2, -0.1, 0.0], [0.4, 0.0, 0.1], [-0.1, 0.4, 0.0], [-0.1, 0.0, 0.1], [-0.4, 0.1, 1.4], [0.3, -0.1, -0.1], [0.2, 0.0, -0.3], [0.1, 0.0, -0.1], [0.1, -0.1, 0.0], [-0.1, 0.1, -0.1], [0.1, 0.0, -0.1], [-0.5, 0.0, -0.1], [0.0, -0.1, 0.1], [0.2, -0.3, -0.4], [0.0, -0.1, 0.0], [0.1, 0.2, -0.1], [0.1, 0.0, -0.2], [-0.1, -0.1, 0.5], [0.1, 0.0, 0.0]],
  "homo_ev": -2.69,
  "total_charge": -2,
  "de_lowest_kcal_mol": 0.8
}

=====

{
  "formula": "C21H23ClN",
  "method": "wB97M-V/def2-TZVPD",
  "species": ["C", "H", "C", "H", "C", "C", "C", "C", "C", "H", "H", "C", "C", "C", "Cl", "C", "H", "H", "C", "H", "C", "C", "H", "H", "C", "C", "H", "H", "H", "H", "H", "H", "N", "H", "C", "H", "H", "C", "C", "H", "H", "C", "C", "H", "H", "H"],
  "xyz": [[-0.1828, 0.9679, -0.7075], [-4.1985, -0.5850, 3.8224], [-1.8842, -0.0430, 1.8118], [-6.7463, -3.2948, 1.1001], [-4.3715, -1.4732, -0.5431], [-1.0200, -0.2261, -0.9907], [-0.5961, -0.8740, -2.2879], [2.2817, -0.0250, 2.7570], [-3.9574, 0.8631, 2.1835], [-4.6281, 0.4211, -1.5012], [-2.6050, -2.5822, -0.7072], [-4.0959, -0.5219, 2.7237], [-6.3234, -2.4850, 0.5083], [-7.0729, -1.3536, 0.1354], [3.9495, -0.0205, 3.1271], [-6.4980, -0.2907, -0.5835], [-0.8005, -1.9580, -2.3535], [-2.8585, -1.2830, -1.9732], [0.2180, 1.1934, 2.4424], [0.0987, 1.4123, -1.6798], [-2.9052, -1.5423, -0.8901], [-4.9714, -2.5548, 0.1312], [-0.6857, 1.7470, -0.1338], [-4.3498, -3.4265, 0.3645], [1.6131, -1.2399, 2.5169], [1.5789, 1.1886, 2.7363], [2.1547, -2.1786, 2.5819], [-7.0726, 0.5988, -0.8461], [-4.8047, 1.5803, 2.1711], [-0.2930, -2.1756, 2.1258], [-4.9258, -1.0805, 2.2913], [-2.2875, 2.1362, 1.5205], [-1.9939, -0.6123, -0.2389], [2.1029, 2.1135, 2.9810], [-2.6828, 1.1573, 1.8330], [-8.1140, -1.2901, 0.4600], [-1.0725, -0.3692, -3.1502], [-0.4754, -0.0118, 2.1757], [-2.7310, -1.1921, 2.3515], [-2.8954, -1.9930, 1.6065], [-2.2959, -1.6418, 3.2690], [-5.1318, -0.3692, -0.9297], [0.2478, -1.2309, 2.2377], [-0.3386, 2.1382, 2.5193], [0.7516, 0.6982, -0.1940], [0.4932, -0.7149, -2.3699]],
  "forces_ev_per_angstrom": [[0.5, 0.7, 0.1], [-0.2, 0.5, -0.4], [-0.5, -0.6, 1.0], [-0.1, 0.2, -0.3], [-0.4, -0.1, 0.6], [-0.2, -0.1, 0.1], [0.1, -0.4, -0.2], [-1.0, -0.1, -0.2], [0.0, 0.8, 0.6], [-0.4, -0.2, 0.3], [0.3, 0.2, -0.3], [0.5, -0.8, -0.4], [0.6, 0.5, -0.6], [0.1, 0.0, 0.3], [0.2, -0.1, 0.0], [0.8, -0.5, 0.1], [0.0, 0.6, 0.1], [0.0, -0.7, 0.7], [-0.3, -0.2, 0.3], [-0.1, -0.2, 0.4], [-0.6, -0.7, -0.8], [-0.3, 0.6, -0.1], [0.0, -0.2, 0.0], [-0.4, 0.2, 0.0], [-0.3, 0.3, 0.0], [-0.1, -0.2, 0.1], [0.0, 0.2, 0.0], [0.1, -0.4, 0.0], [0.8, -0.5, 0.1], [0.3, 0.3, -0.2], [-0.1, 0.2, 0.0], [-0.5, -0.6, 0.1], [1.2, 1.2, -0.3], [-0.2, -0.3, -0.1], [-0.8, 0.4, -0.6], [0.3, 0.0, -0.2], [0.2, -0.2, 0.3], [1.3, -0.3, -0.6], [-0.5, -0.1, 0.3], [0.2, 0.4, 0.5], [0.0, 0.3, -0.8], [-0.5, 0.0, 0.3], [0.1, 0.5, 0.2], [0.4, -0.5, -0.2], [-0.2, 0.0, -0.2], [-0.5, -0.1, -0.1]],
  "homo_ev": -12.10,
  "total_charge": 1
}

=====

{
  "formula": "C21H23ClN2O6S",
  "method": "wB97M-V/def2-TZVPD",
  "species": ["H", "C", "C", "H", "Cl", "O", "H", "H", "H", "C", "O", "C", "C", "H", "N", "H", "C", "H", "C", "C", "S", "H", "H", "C", "H", "H", "C", "C", "H", "H", "C", "C", "H", "H", "O", "N", "C", "C", "C", "H", "H", "C", "H", "H", "C", "C", "C", "H", "O", "H", "H", "O", "O", "C"],
  "xyz": [[5.4401, 0.5746, -1.5215], [-4.6995, 1.5757, 1.5132], [-5.5560, 1.9392, 0.5032], [-1.5913, -2.7821, -1.8757], [0.2167, -3.3550, 2.5801], [-1.8713, -3.6793, 0.6861], [4.7703, 2.2121, -1.4501], [-3.1838, -1.9779, 1.1867], [2.7303, 1.5525, 1.6359], [-3.8208, -2.7882, -0.5428], [-4.4460, -2.7833, -1.5781], [4.7146, 2.3867, 1.8771], [-5.2627, -0.1690, -0.6592], [0.4763, -1.7348, -2.7357], [2.8585, 0.3985, -0.7594], [6.6943, 3.2052, 1.6331], [0.4074, -2.0564, -1.7093], [4.3321, -0.0202, 0.5796], [-0.7445, -2.6529, -1.2210], [5.1308, 1.3744, -0.8460], [2.9845, -1.0983, -1.4944], [5.0686, 1.5402, 2.4690], [7.1022, 2.2149, -0.6164], [5.8542, 2.9043, 1.0044], [-3.6105, -4.6495, 0.5101], [-5.4776, -0.8278, -1.4812], [-4.3905, -0.5445, 0.3694], [-2.9838, -4.0076, -0.1174], [5.5170, 3.7850, 0.4530], [-2.6933, -4.5727, -1.0092], [3.5377, 1.9406, 1.0132], [-0.8039, -3.0729, 0.1042], [3.1495, 2.7938, 0.4521], [2.5402, 1.0821, -1.4302], [-6.7050, 1.6807, -1.4186], [-3.7661, -1.7979, 0.3770], [6.3029, 1.8291, 0.0189], [1.4950, -1.8779, -0.8818], [-4.1180, 0.3146, 1.4290], [2.3226, -2.1285, 1.0682], [-3.4403, -0.0018, 2.2078], [-6.9813, 2.9495, -0.8647], [-4.4893, 2.2387, 2.3348], [-8.0603, 3.0355, -0.6593], [1.4576, -2.2719, 0.4426], [0.3102, -2.8620, 0.9335], [-5.8282, 1.0777, -0.5623], [6.6953, 0.9718, 0.5690], [2.8626, -0.9396, -2.9154], [-6.6843, 3.7358, -1.5771], [4.3886, 3.1671, 2.5675], [4.1174, -1.7926, -0.9600], [-6.2574, 3.1035, 0.3380], [3.9882, 0.8608, 0.0306]],
  "forces_ev_per_angstrom": [[0.0, 0.1, -0.1], [-0.3, 0.2, -0.2], [0.0, -0.5, -0.4], [-0.1, 0.0, -0.1], [0.1, 0.0, 0.2], [0.2, 0.0, 0.1], [-0.1, 0.0, -0.1], [-0.1, -0.1, -0.2], [-0.1, 0.0, 0.0], [0.5, -0.2, 0.4], [-0.2, -0.1, -0.3], [-0.1, 0.3, -0.2], [-0.2, 0.2, -0.2], [-0.1, 0.0, -0.1], [0.0, -0.7, -0.3], [0.0, 0.1, 0.0], [0.2, 0.0, -0.1], [0.1, 0.2, 0.1], [-0.2, -0.1, 0.2], [0.1, -0.3, 0.2], [-0.6, 0.3, 0.0], [0.0, 0.0, 0.1], [0.1, -0.1, 0.0], [0.1, -0.2, 0.2], [0.1, 0.1, -0.1], [0.0, -0.1, -0.1], [-0.2, 0.4, 0.0], [-0.3, -0.1, -0.3], [0.0, 0.1, 0.0], [0.0, 0.2, 0.1], [0.1, -0.4, 0.1], [0.3, 0.1, -0.1], [-0.1, 0.1, 0.0], [-0.1, 0.1, -0.2], [0.2, -0.5, -0.1], [0.2, -0.1, 0.4], [-0.1, 0.3, -0.2], [0.4, 0.1, -0.4], [0.0, -0.2, -0.1], [0.1, 0.0, 0.2], [0.1, -0.1, 0.1], [-0.7, 0.9, -0.5], [0.0, 0.1, 0.1], [0.3, -0.1, 0.0], [-0.2, -0.2, 0.1], [-0.1, 0.1, -0.2], [0.3, 0.3, 0.7], [0.1, -0.1, 0.0], [-0.3, 0.1, 0.1], [0.0, -0.2, 0.2], [0.0, -0.1, 0.1], [0.0, 0.1, 0.3], [0.3, -0.1, 0.3], [0.3, 0.2, 0.1]],
  "homo_ev": -8.00,
  "de_lowest_kcal_mol": 22.9,
  "smiles": "O=C(COc1ccc(S(=O)(=O)NC2CCCCC2)cc1Cl)Nc1ccc2c(c1)OCO2"
}